11
Properties=species:S:1:pos:R:3:forces:R:3:mulliken_charge:R:1 method="wB97M-V/def2-TZVPD" lumo_ev=0.944 max_force_ev_per_a=4.7 homo_lumo_gap_ev=10.43 e_homo_ev=-9.48 total_charge=0
N 2.22083 0.94267 0.96959 -0.531 -2.295 -0.248 -0.5570
H 2.59996 0.10570 1.45431 -0.711 1.417 -0.529 0.1978
H 1.21052 0.98399 0.83885 0.844 0.029 0.461 0.1800
H 2.71442 1.78673 1.05785 0.363 0.831 0.334 0.1760
O -1.09834 -1.34906 1.08505 0.607 1.334 -3.722 -0.4808
C -0.94221 -1.13222 -0.13854 -0.915 -1.957 2.188 0.0958
C -1.52945 -0.00628 -1.00410 3.379 1.148 3.059 -0.7085
H -0.48136 -1.95616 -0.77446 -0.028 0.643 0.673 0.2785
H -2.46018 -0.39766 -1.29697 -1.571 0.306 -0.333 0.3278
H -1.39205 0.96198 -0.35156 -1.240 -1.652 -1.504 0.2154
H -0.84213 0.06031 -1.84002 -0.197 0.195 -0.378 0.2750